ORCA calculation (ωB97M-V/def2-TZVPD) on a 2-piece molecular cluster, C4H10N3O overall at a distorted geometry.

Each line ends with the natural charge from an NBO analysis.
Positions of all 18 atoms, in Å:
1 C 3.4206 -0.1432 -0.4660  0.03
2 C -2.3214 -0.0052 -0.1479  0.73
3 C -2.9496 -1.3025 0.1776  -0.73
4 C -0.1293 1.0358 0.0623  0.36
5 N 2.6214 0.1226 0.4781  -0.67
6 N -0.8662 -0.0668 -0.0618  -0.60
7 N -0.5878 2.2485 0.1895  -0.70
8 O -2.8433 1.0816 -0.0871  -0.53
9 H 4.4147 0.0181 -0.2657  0.17
10 H 3.1032 -0.3561 -1.4098  0.17
11 H -2.4056 -1.9208 0.8410  0.25
12 H -2.9862 -1.9668 -0.7452  0.27
13 H -3.9000 -1.2206 0.4873  0.26
14 H 0.9452 0.6852 0.0153  0.28
15 H -0.4756 -0.9876 0.0351  0.44
16 H -1.6528 2.1932 0.0996  0.46
17 H 2.9573 0.2943 1.3917  0.37
18 H 0.0352 3.0132 0.3488  0.44

ΔE to the lowest compared entry with this formula, charge and spin, kcal per mole: 21.5
Gap between HOMO and LUMO, eV: 10.1
E_HOMO, eV: -13.9
DFT total energy, eV: -10820.4706
LUMO, eV: -3.818
Net charge: +1


ORCA calculation (ωB97M-V/def2-TZVPD) on an isolated ion of composition C4H10N3O and charge +1 at a distorted geometry.

Each line ends with the natural charge from an NBO analysis.
Positions of all 18 atoms, in Å:
1 H -0.7343 -2.3484 0.8467  0.37
2 N -0.1283 -2.1132 0.0970  -0.59
3 C -0.1328 -0.9779 -0.3715  0.55
4 C 1.1520 -0.3408 -1.0013  -0.27
5 N 1.4867 0.8386 -0.3141  -0.65
6 C 2.5400 0.6966 0.7645  -0.41
7 O -1.1918 0.0060 -0.0427  -0.45
8 C -2.4148 -0.1669 0.0633  0.57
9 N -3.2306 0.8139 0.2168  -0.68
10 H 1.9771 -1.0933 -0.9409  0.25
11 H 0.9643 -0.1743 -2.1522  0.22
12 H 1.2104 1.6816 -0.7063  0.39
13 H 3.1694 1.5910 0.6547  0.23
14 H 2.2002 0.3735 1.6717  0.19
15 H 3.2441 -0.0516 0.3669  0.19
16 H -2.9543 -1.1077 -0.0074  0.20
17 H -2.9554 1.7569 0.5493  0.45
18 H -4.2019 0.6159 0.3051  0.43

ΔE to the lowest compared entry with this formula, charge and spin, kcal per mole: 50.9
Gap between HOMO and LUMO, eV: 8.2
E_HOMO, eV: -12.3
DFT total energy, eV: -10819.1947
LUMO, eV: -4.111
Net charge: +1


ORCA calculation (ωB97M-V/def2-TZVPD) on a 2-piece molecular cluster, C4H10N3O overall at a distorted geometry.

Each line ends with the natural charge from an NBO analysis.
Positions of all 18 atoms, in Å:
1 C -2.0347 0.4066 -0.0490  0.64
2 C 1.6945 1.1162 0.0036  -0.39
3 C 2.2127 -0.2616 0.0960  -0.39
4 C 0.8755 -0.1056 -0.4231  -0.18
5 N -1.9033 1.6565 0.2453  -0.79
6 N -0.1573 -0.5305 0.3862  -0.06
7 N -0.6627 -1.8861 0.0981  -0.65
8 O -2.7682 -0.5217 -0.1986  -0.59
9 H 1.1282 1.5145 0.9426  0.22
10 H 1.9676 1.9803 -0.6265  0.27
11 H 2.9119 -0.5176 -0.7305  0.25
12 H 2.4190 -0.6706 1.0796  0.25
13 H 0.7319 -0.3583 -1.4562  0.22
14 H -0.9860 2.0540 0.3104  0.42
15 H -2.6968 2.2550 0.3326  0.41
16 H -0.4963 -2.1492 -0.8892  0.43
17 H -1.7809 -1.6219 -0.0794  0.48
18 H -0.4550 -2.3598 0.9582  0.46

ΔE to the lowest compared entry with this formula, charge and spin, kcal per mole: 73.7
Gap between HOMO and LUMO (spin up / spin down), eV: 7.3 / 8.6
E_HOMO (spin up / spin down), eV: -10.4 / -14.9
2S+1: 3
DFT total energy, eV: -10814.4482
LUMO (spin up / spin down), eV: -3.079 / -6.285
Net charge: +1


ORCA calculation (ωB97M-V/def2-TZVPD) on an isolated ion of composition C4H10N3O2S and charge +1 at a distorted geometry.

Each line ends with the natural charge from an NBO analysis.
Positions of all 20 atoms, in Å:
1 C -1.8851 1.0953 0.1605  -0.42
2 N -0.4757 0.6450 0.3243  -0.25
3 N -0.0110 0.7633 1.6115  -0.35
4 C 0.4105 -0.4055 2.0685  0.37
5 N 0.0824 -1.3887 1.2211  -0.55
6 C -0.3418 -0.7681 0.0310  -0.12
7 S 1.3750 -0.7509 -0.8924  2.13
8 C 1.1173 0.4061 -2.1989  -0.91
9 O 1.5361 -2.1099 -1.4138  -0.91
10 O 2.2441 -0.3087 0.0976  -0.93
11 H -1.9184 2.0893 0.0817  0.22
12 H -2.2327 0.6604 -0.7013  0.22
13 H -2.5708 0.6769 0.8236  0.21
14 H -0.0009 1.6571 2.0386  0.45
15 H 0.8748 -0.6422 3.0701  0.28
16 H 0.1031 -2.3705 1.4987  0.47
17 H -1.0598 -1.4207 -0.4237  0.26
18 H 1.8749 0.7044 -2.8578  0.29
19 H 0.1979 0.1493 -2.6722  0.26
20 H 0.6800 1.3179 -1.8671  0.26

ΔE to the lowest compared entry with this formula, charge and spin, kcal per mole: 46.6
Gap between HOMO and LUMO, eV: 9.3
E_HOMO, eV: -13.3
DFT total energy, eV: -23700.6121
LUMO, eV: -3.909
Net charge: +1


ORCA calculation (ωB97M-V/def2-TZVPD) on an isolated ion of composition C4H10N3O3 and charge +1 at a distorted geometry.

Each line ends with the natural charge from an NBO analysis.
Positions of all 20 atoms, in Å:
1 H -0.5077 -1.9037 -2.2461  0.40
2 N -0.5043 -1.1977 -1.6142  -0.73
3 C -0.7522 -1.2022 -0.3800  0.60
4 O -1.1867 -2.1262 0.5347  -0.64
5 C -0.4223 0.2254 0.2030  0.22
6 N -1.5494 0.7523 0.8694  -0.83
7 N -0.0930 1.1368 -0.9039  -0.79
8 C 0.9467 0.1299 0.9340  -0.54
9 C 2.2080 0.1099 -0.0070  0.82
10 O 2.4072 0.9592 -0.8122  -0.59
11 O 2.8946 -0.9877 0.1176  -0.62
12 H -1.2720 -3.0075 0.1522  0.52
13 H -2.4007 0.2305 0.8059  0.41
14 H -1.4892 1.3578 1.5552  0.39
15 H 0.9401 1.4927 -0.9503  0.46
16 H -0.0361 0.3638 -1.5984  0.46
17 H -0.7645 1.9433 -0.9487  0.46
18 H 0.9585 -0.7891 1.5535  0.27
19 H 0.9455 1.0780 1.5686  0.26
20 H 3.5864 -0.9901 -0.5341  0.51

ΔE to the lowest compared entry with this formula, charge and spin, kcal per mole: 7.0
Gap between HOMO and LUMO, eV: 11.4
E_HOMO, eV: -14.2
DFT total energy, eV: -14915.9692
LUMO, eV: -2.829
Net charge: +1


ORCA calculation (ωB97M-V/def2-TZVPD) on an isolated ion of composition C4H10N3O3 and charge +1 at a distorted geometry.

Each line ends with the natural charge from an NBO analysis.
Positions of all 20 atoms, in Å:
1 N -0.7874 -1.3561 1.0989  -0.84
2 C -0.4871 -0.2661 0.3491  0.30
3 N -0.3913 1.0363 1.3755  -0.79
4 C -1.4705 0.0222 -0.7761  -0.59
5 C -0.6777 0.5381 -1.9081  0.78
6 O -1.2283 0.9052 -2.8605  -0.46
7 O 0.6585 0.3440 -1.7149  -0.48
8 C 0.8974 -0.2109 -0.5411  0.63
9 N 1.9040 0.6838 0.1314  -0.88
10 O 1.2825 -1.5416 -0.5130  -0.69
11 H -0.1437 -1.8833 1.6334  0.41
12 H -1.7370 -1.5451 1.4615  0.41
13 H -1.0454 1.7952 1.2024  0.43
14 H 0.6580 1.1956 1.2079  0.46
15 H -0.4741 0.6885 2.3058  0.43
16 H -2.4103 0.6674 -0.6581  0.28
17 H -1.8239 -0.9525 -0.9937  0.29
18 H 2.7616 0.1387 0.4133  0.40
19 H 2.2468 1.3679 -0.4546  0.40
20 H 2.2678 -1.6274 -0.7592  0.50

ΔE to the lowest compared entry with this formula, charge and spin, kcal per mole: 8.1
Gap between HOMO and LUMO, eV: 11.1
E_HOMO, eV: -14.3
DFT total energy, eV: -14915.9223
LUMO, eV: -3.163
Net charge: +1


ORCA calculation (ωB97M-V/def2-TZVPD) on an isolated molecule of C4H10N4 at a distorted geometry.

Each line ends with the natural charge from an NBO analysis.
Positions of all 18 atoms, in Å:
1 H -4.6394 -0.7473 -0.0589  0.32
2 N -4.0268 -0.8503 -0.9678  -0.66
3 C -2.8721 -0.5122 -0.3659  0.24
4 N -1.7149 -0.4902 -1.0777  -0.61
5 C -0.5261 0.1518 -0.5022  0.22
6 N 0.6538 -0.0842 -1.1335  -0.30
7 N 1.8367 0.1446 -0.2344  -0.30
8 C 1.7709 1.5783 0.3756  -0.46
9 C 2.0838 -0.9568 0.6721  -0.42
10 H -2.8487 -0.0868 0.6799  0.17
11 H -1.5033 -0.5084 -2.0186  0.43
12 H -0.4826 0.3947 0.5153  0.17
13 H 1.2242 1.6861 1.3400  0.18
14 H 2.8920 1.7018 0.6810  0.20
15 H 1.5759 2.0944 -0.5404  0.23
16 H 1.3645 -1.0537 1.5067  0.15
17 H 2.1793 -1.8855 0.1528  0.21
18 H 3.0329 -0.5763 0.9760  0.21

ΔE to the lowest compared entry with this formula, charge and spin, kcal per mole: 101.1
Gap between HOMO and LUMO, eV: 9.2
E_HOMO, eV: -8.5
DFT total energy, eV: -10266.4688
LUMO, eV: 0.631


ORCA calculation (ωB97M-V/def2-TZVPD) on an isolated molecule of C4H10N4 at a distorted geometry.

Each line ends with the natural charge from an NBO analysis.
Positions of all 18 atoms, in Å:
1 C -1.4196 -3.1309 -0.4720  -0.62
2 C -1.0014 -1.8929 0.2669  -0.09
3 C 0.2804 -1.7597 0.9396  -0.29
4 N -0.0558 -0.9258 -0.2272  -0.27
5 N -0.3919 0.3992 0.2082  -0.39
6 C 0.5522 1.2188 -0.0982  0.26
7 N 0.3698 2.5963 -0.1457  -0.45
8 N 1.4583 3.4545 -0.3685  -0.64
9 H -1.9920 -3.8621 0.1216  0.22
10 H -2.1104 -2.8234 -1.3282  0.21
11 H -0.6052 -3.7918 -0.7674  0.21
12 H -1.8322 -1.4710 0.8501  0.21
13 H 0.2946 -1.4528 2.0051  0.21
14 H 1.1240 -2.4030 0.6926  0.20
15 H 1.5769 0.8962 -0.2909  0.16
16 H -0.4691 2.9851 0.1475  0.39
17 H 1.5467 3.4990 -1.4235  0.34
18 H 2.3338 3.1431 -0.0933  0.35

ΔE to the lowest compared entry with this formula, charge and spin, kcal per mole: 93.5
Gap between HOMO and LUMO, eV: 9.2
E_HOMO, eV: -8.2
DFT total energy, eV: -10266.7971
LUMO, eV: 1.013